Entry 1:
Computed, not measured: a cluster of 4 separate species, C47H60FIN3O3PS2 in total in a non-equilibrium geometry, with ωB97M-V/def2-TZVPD.

Each line ends with the Löwdin charge.
Cartesian coordinates (Å):
C: 0.489 8.609 -0.322  -0.1634
C: -0.058 7.990 0.999  -0.4357
P: 0.983 6.581 1.594  0.9427
C: 0.608 6.509 3.417  -0.2761
C: 0.457 4.990 0.834  -0.3155
C: -0.665 4.769 0.079  -0.2200
F: -1.481 5.817 -0.184  0.0489
C: -1.040 3.551 -0.454  -0.0686
C: -2.316 3.539 -1.284  -0.0597
C: -3.513 2.787 -0.668  -0.4133
C: -4.836 3.447 -1.142  -0.0266
O: -3.392 2.789 0.741  -0.0271
C: -0.226 2.436 -0.242  -0.1813
C: 0.936 2.661 0.489  -0.4499
C: 1.286 3.879 1.030  -0.6143
S: 2.813 4.019 1.940  0.7475
S: 2.080 1.313 0.725  1.0318
C: 0.992 -0.097 0.686  -0.3701
C: 1.391 -1.230 1.390  -0.1771
C: 2.723 -1.248 2.160  -0.1431
C: 2.649 -1.809 3.609  -0.2420
N: 3.358 -3.119 3.635  -0.0222
C: 0.568 -2.341 1.364  -0.2519
N: 0.878 -3.583 2.004  0.0931
C: -0.631 -2.233 0.670  0.0014
C: -1.026 -1.109 -0.013  -0.1900
C: -2.378 -1.172 -0.696  -0.1261
C: -3.356 -0.404 0.232  -0.1719
C: -3.438 -1.092 1.632  -0.1386
C: -2.807 -0.147 2.657  -0.1814
O: -2.805 -0.704 3.977  0.0071
C: -1.583 -0.697 4.596  -0.4890
C: -0.653 0.507 4.560  0.0205
O: -1.253 -1.679 5.236  0.0885
C: -0.180 0.011 -0.040  -0.2084
N: -0.589 1.166 -0.821  0.0125
C: -0.014 1.149 -2.206  -0.1516
C: 0.432 -0.234 -2.711  -0.2698
C: 0.514 -0.127 -4.275  -0.5619
I: -1.137 -1.266 -5.096  0.8940
H: -0.310 9.004 -0.954  0.0656
H: 1.115 9.470 -0.056  0.0628
H: 1.152 7.906 -0.836  0.0518
H: -1.132 7.787 0.957  0.0632
H: 0.066 8.771 1.764  0.0660
H: -0.433 6.222 3.603  0.0417
H: 0.708 7.552 3.747  0.0309
H: 1.341 5.915 3.962  0.0168
H: -2.642 4.549 -1.543  0.1070
H: -2.054 3.075 -2.246  0.1156
H: -3.522 1.786 -1.113  0.1104
H: -5.658 3.261 -0.439  0.0806
H: -5.136 2.944 -2.073  0.0856
H: -4.711 4.504 -1.394  0.0767
H: -4.273 2.811 1.127  0.0914
H: 3.346 5.156 1.441  -0.1264
H: 3.154 -0.244 2.220  0.0545
H: 3.412 -1.841 1.542  0.1205
H: 3.161 -1.175 4.343  0.1013
H: 1.598 -2.005 3.843  0.0901
H: 3.659 -3.330 4.582  0.0373
H: 4.211 -3.068 3.088  0.0535
H: 0.148 -3.864 2.651  0.0935
H: 0.885 -4.297 1.280  0.0910
H: -1.286 -3.104 0.661  0.1251
H: -2.341 -0.756 -1.713  0.0949
H: -2.716 -2.211 -0.816  0.1176
H: -2.869 0.555 0.411  0.0661
H: -4.339 -0.287 -0.236  0.1113
H: -4.504 -1.240 1.850  0.1156
H: -2.952 -2.072 1.637  0.1018
H: -1.813 0.101 2.271  0.1067
H: -3.388 0.785 2.657  0.1275
H: -1.106 1.424 4.955  0.0949
H: -0.379 0.744 3.519  0.0703
H: 0.288 0.295 5.068  0.0861
H: -0.803 1.504 -2.886  0.1064
H: 0.828 1.848 -2.304  0.1368
H: 1.455 -0.432 -2.375  0.1180
H: -0.272 -1.034 -2.501  0.0420
H: 1.466 -0.473 -4.677  0.0408
H: 0.336 0.900 -4.605  0.0346
C: 6.838 -5.367 7.122  -0.0961
C: 8.189 -5.099 7.296  -0.0981
C: 8.705 -3.864 6.927  -0.0985
C: 7.871 -2.898 6.381  -0.0975
C: 6.522 -3.169 6.199  -0.0999
C: 6.005 -4.404 6.571  -0.0978
H: 6.434 -6.328 7.415  0.1005
H: 8.840 -5.853 7.720  0.0997
H: 9.758 -3.654 7.066  0.0995
H: 8.273 -1.934 6.096  0.0998
H: 5.872 -2.418 5.767  0.0910
H: 4.951 -4.615 6.431  0.0954
C: -4.932 -1.796 -4.215  -0.1123
C: -5.374 -1.563 -5.510  -0.0966
C: -6.733 -1.580 -5.793  -0.0952
C: -7.650 -1.833 -4.782  -0.0974
C: -7.208 -2.075 -3.488  -0.0970
C: -5.849 -2.055 -3.204  -0.0955
H: -3.873 -1.777 -3.992  0.0156
H: -4.659 -1.367 -6.299  0.0931
H: -7.078 -1.395 -6.803  0.1006
H: -8.710 -1.844 -5.002  0.0999
H: -7.923 -2.278 -2.700  0.1000
H: -5.503 -2.241 -2.194  0.0940
C: 1.330 -4.782 -6.794  -0.0915
C: 1.612 -3.457 -6.493  -0.1192
C: 2.761 -2.861 -6.996  -0.0959
C: 3.629 -3.591 -7.797  -0.0983
C: 3.351 -4.919 -8.090  -0.0990
C: 2.201 -5.514 -7.590  -0.0967
H: 0.431 -5.245 -6.407  0.1016
H: 0.934 -2.888 -5.866  -0.0214
H: 2.980 -1.826 -6.765  0.0952
H: 4.524 -3.125 -8.191  0.0995
H: 4.031 -5.491 -8.709  0.0994
H: 1.983 -6.550 -7.820  0.0998

The calculation puts the orbital gap at 8.139 eV. As for the net charge: 0. The highest occupied orbital energy comes out at -7.9209 eV.

Entry 2:
Computed, not measured: a structure of composition C47H61BrClN9O3PS2SiTl, with ωB97M-V/def2-TZVPD.

Each line ends with the Löwdin charge.
Cartesian coordinates (Å):
Tl: 0.650 -0.179 0.743  0.5259
N: -3.492 -0.570 -8.502  0.0672
C: -2.598 -0.727 -7.425  -0.3449
C: -1.390 -0.037 -7.404  -0.0433
C: -0.476 -0.247 -6.386  -0.0749
C: -0.754 -1.138 -5.357  -0.2705
C: -1.953 -1.834 -5.383  -0.0681
C: -2.873 -1.626 -6.403  -0.0551
S: 0.493 -1.530 -4.123  0.5531
O: 1.741 -1.268 -4.801  -0.3316
O: 0.183 -2.895 -3.760  -0.3633
N: 0.299 -0.650 -2.818  -0.0920
C: 0.447 0.686 -2.888  -0.4735
N: 0.634 1.365 -1.717  0.0548
C: 0.672 2.682 -1.783  -0.1680
C: 0.548 3.404 -2.961  -0.0848
C: 0.382 2.636 -4.096  -0.1662
N: 0.325 1.318 -4.082  0.1057
H: -3.411 0.318 -8.972  0.0719
H: -4.451 -0.780 -8.272  0.0714
H: -1.165 0.665 -8.201  0.1007
H: 0.466 0.281 -6.361  0.0985
H: -2.134 -2.580 -4.623  0.0910
H: -3.800 -2.187 -6.427  0.0934
H: 0.832 3.175 -0.825  0.0722
H: 0.590 4.483 -2.986  0.0812
H: 0.279 3.105 -5.073  0.0964
Br: 3.916 -0.178 -0.094  0.7336
C: 4.449 -1.938 0.353  -0.6083
C: 5.619 -2.416 -0.162  -0.1574
C: 6.022 -3.731 0.164  -0.1167
C: 5.255 -4.500 0.991  -0.0740
C: 4.050 -3.994 1.548  -0.1927
C: 3.254 -4.779 2.418  -0.0889
C: 2.103 -4.253 2.937  -0.1359
C: 1.711 -2.926 2.628  -0.1996
C: 2.423 -2.080 1.798  -0.2251
C: 3.607 -2.673 1.242  -0.2539
H: 6.215 -1.802 -0.821  0.0832
H: 6.939 -4.125 -0.260  0.0861
H: 5.554 -5.516 1.231  0.0934
H: 3.574 -5.788 2.661  0.0887
H: 1.489 -4.863 3.597  0.0787
H: 0.780 -2.568 3.077  0.0456
S: -1.209 0.037 4.001  0.5800
C: -0.288 -0.874 5.012  -0.9304
N: -0.507 -2.175 5.399  0.0017
C: 0.652 -2.702 6.115  -0.1615
C: 1.337 -1.415 6.590  -0.1566
N: 0.875 -0.477 5.588  0.0200
H: -0.981 -2.754 4.724  0.1196
H: 1.306 -3.280 5.456  0.0932
H: 0.345 -3.330 6.951  0.1048
H: 2.423 -1.499 6.590  0.1144
H: 1.003 -1.136 7.596  0.1078
H: 1.085 0.507 5.598  0.1341
C: -0.341 6.094 2.770  -0.2093
Si: 1.249 5.120 3.015  0.3271
C: 1.417 4.869 4.873  -0.2073
C: 2.650 6.277 2.528  -0.2113
C: 1.286 3.584 2.134  -0.3380
C: 1.332 2.461 1.610  -0.2137
H: -0.246 7.099 3.191  0.0148
H: -1.181 5.594 3.257  0.0149
H: -0.589 6.186 1.710  0.0203
H: 1.399 5.823 5.409  0.0140
H: 2.358 4.362 5.101  0.0193
H: 0.604 4.244 5.250  0.0187
H: 2.633 7.188 3.134  0.0133
H: 2.582 6.562 1.476  0.0193
H: 3.613 5.783 2.672  0.0207
C: -6.683 -6.001 -3.261  -0.0529
C: -5.347 -5.977 -2.510  -0.5135
C: -5.458 -7.014 -1.382  -0.0486
C: -4.251 -6.437 -3.479  -0.0442
C: -5.044 -4.558 -1.917  -0.4267
O: -5.988 -4.334 -0.878  -0.0093
C: -5.102 -3.411 -2.947  -0.0844
C: -6.469 -2.856 -3.393  -0.1296
C: -7.129 -1.834 -2.499  -0.2187
C: -8.092 -2.199 -1.562  -0.0358
C: -8.752 -1.244 -0.804  -0.1073
C: -8.454 0.093 -0.994  -0.6745
Cl: -9.302 1.300 -0.062  0.6284
C: -7.495 0.487 -1.909  -0.1041
C: -6.836 -0.484 -2.650  -0.0298
C: -3.608 -4.604 -1.340  -0.0589
N: -3.219 -3.471 -0.528  -0.1216
C: -2.265 -2.557 -0.758  -0.1224
N: -2.099 -1.798 0.294  0.0630
C: -3.021 -2.263 1.165  -0.2103
N: -3.732 -3.286 0.718  0.0921
H: -6.960 -7.038 -3.466  0.0820
H: -6.620 -5.485 -4.220  0.0822
H: -7.479 -5.551 -2.667  0.0832
H: -5.698 -7.986 -1.820  0.0816
H: -6.243 -6.741 -0.680  0.0856
H: -4.531 -7.131 -0.821  0.0758
H: -4.560 -7.374 -3.948  0.0860
H: -3.302 -6.624 -2.976  0.0851
H: -4.074 -5.716 -4.278  0.0828
H: -5.565 -3.832 -0.162  0.0797
H: -4.553 -3.726 -3.832  0.1032
H: -4.537 -2.570 -2.534  0.1220
H: -7.179 -3.658 -3.568  0.0824
H: -6.301 -2.370 -4.358  0.1139
H: -8.318 -3.246 -1.414  0.1079
H: -9.490 -1.534 -0.068  0.1001
H: -7.264 1.534 -2.036  0.1035
H: -6.083 -0.176 -3.367  0.1201
H: -2.887 -4.648 -2.154  0.1367
H: -3.489 -5.488 -0.717  0.1245
H: -1.678 -2.503 -1.662  0.1244
H: -3.147 -1.853 2.157  0.0884
C: -2.329 3.305 1.234  -0.3178
P: -2.521 1.532 0.791  0.7625
C: -4.229 1.271 1.453  -0.3190
C: -2.960 1.714 -0.991  -0.2924
H: -3.147 3.923 0.850  0.0311
H: -1.370 3.661 0.855  0.0101
H: -2.283 3.391 2.320  0.0301
H: -4.885 2.123 1.240  0.0265
H: -4.181 1.123 2.534  0.0174
H: -4.662 0.373 1.010  0.0146
H: -3.719 2.488 -1.145  0.0292
H: -3.336 0.759 -1.364  0.0204
H: -2.069 1.963 -1.565  0.0116

The calculation puts the orbital gap at 4.629 eV. As for the net charge: -2. The highest occupied orbital energy comes out at -1.2213 eV.

Q: Which of these has the lowest net charge?
A: C47H61BrClN9O3PS2SiTl

Q: What is the formula in the second record?
A: C47H61BrClN9O3PS2SiTl

Q: What is the highest occupied orbital energy in the first record?
A: -7.9209 eV